1.
# C18H20ClN3O4S

An isolated molecule of C18H20ClN3O4S at a distorted geometry (wB97M-V/def2-TZVPD, OMol25).

Its maximum force is 1.1 eV Å⁻¹. The calculation puts the HOMO-LUMO gap at 8.8 eV. Its SMILES is COc1ccc(NC(=O)c2ccc(Cl)nc2)cc1S(=O)(=O)N1CCCCC1. The relative energy (zero: lowest compared OMol25 entry of this formula, charge and spin) is 32.7 kcal/mol.

Last column: natural (NBO) charge in e.
Cartesian coordinates (Å):
C  1.315  -1.757  -3.280  -0.262
O  0.069  -1.313  -2.761  -0.516
C  -0.059  -1.274  -1.404  0.310
C  -1.067  -2.050  -0.827  -0.234
C  -1.313  -2.037  0.530  -0.220
C  -0.537  -1.236  1.367  0.209
N  -0.715  -1.168  2.749  -0.614
C  -1.592  -1.868  3.529  0.671
O  -2.363  -2.707  3.118  -0.592
C  -1.510  -1.519  4.979  -0.198
C  -1.203  -0.248  5.464  -0.147
C  -1.182  -0.032  6.829  -0.267
C  -1.473  -1.112  7.658  0.188
Cl  -1.457  -0.912  9.361  0.033
N  -1.779  -2.314  7.216  -0.419
C  -1.805  -2.512  5.913  0.097
C  0.452  -0.439  0.797  -0.223
C  0.687  -0.450  -0.562  -0.382
S  1.937  0.720  -1.120  2.333
O  3.143  0.030  -1.487  -0.941
O  2.046  1.727  -0.099  -0.946
N  1.248  1.323  -2.508  -0.683
C  2.147  1.883  -3.494  -0.227
C  1.414  1.992  -4.827  -0.401
C  0.162  2.851  -4.660  -0.398
C  -0.716  2.266  -3.556  -0.407
C  0.089  2.151  -2.264  -0.226
H  1.278  -1.554  -4.348  0.191
H  2.162  -1.239  -2.831  0.209
H  1.422  -2.835  -3.120  0.176
H  -1.664  -2.668  -1.480  0.233
H  -2.094  -2.649  0.950  0.261
H  -0.073  -0.542  3.217  0.402
H  -1.015  0.579  4.793  0.220
H  -0.958  0.936  7.247  0.237
H  -2.070  -3.507  5.585  0.219
H  1.050  0.231  1.397  0.240
H  3.008  1.217  -3.560  0.235
H  2.497  2.877  -3.176  0.180
H  1.125  0.993  -5.154  0.203
H  2.080  2.425  -5.574  0.216
H  -0.393  2.893  -5.598  0.213
H  0.452  3.869  -4.392  0.196
H  -1.049  1.268  -3.843  0.213
H  -1.591  2.893  -3.387  0.214
H  -0.499  1.671  -1.478  0.218
H  0.394  3.146  -1.908  0.188

=====

2.
# C16H15CrN4O2S3Se2Te2

A structure of composition C16H15CrN4O2S3Se2Te2 at a distorted geometry (wB97M-V/def2-TZVPD, OMol25).

Its maximum force is 3.9 eV Å⁻¹. The calculation puts the HOMO-LUMO gap (alpha / beta) at 4.2 / 4.2 eV. Its expectation value of S² is 6.13. The relative energy (zero: lowest compared OMol25 entry of this formula, charge and spin) is 53.5 kcal/mol. The total charge is -1. As for the multiplicity: 5.

Last column: natural (NBO) charge in e.
Cartesian coordinates (Å):
Cr  -0.251  -0.321  -0.503  0.927
O  2.414  1.067  4.304  -0.799
C  2.318  2.376  4.119  0.421
C  2.858  3.301  5.105  -0.319
C  2.407  4.577  5.169  -0.198
C  1.644  5.060  4.075  -0.324
C  1.399  4.250  2.980  -0.132
C  1.714  2.913  2.944  -0.293
C  1.345  2.054  1.792  0.651
O  1.182  2.571  0.715  -0.595
N  1.160  0.768  2.162  -0.459
N  0.979  -0.147  1.163  -0.341
C  1.530  -1.380  1.363  -0.200
S  0.526  -2.710  0.889  0.334
C  1.865  -3.936  0.988  -0.533
C  3.178  -3.247  0.724  -0.522
S  3.182  -1.658  1.663  0.360
H  1.686  0.527  3.072  0.449
H  3.543  2.844  5.835  0.202
H  2.555  5.207  6.049  0.194
H  1.266  6.062  4.075  0.191
H  0.910  4.737  2.159  0.217
H  1.631  -4.673  0.238  0.231
H  1.783  -4.487  1.951  0.234
H  3.180  -2.911  -0.355  0.222
H  4.070  -3.794  0.973  0.242
Se  -2.201  0.647  0.829  -0.669
Te  -2.729  2.945  0.016  0.037
Te  -1.530  3.039  -2.451  0.027
Se  0.417  1.633  -1.981  -0.607
N  -4.598  -1.894  -6.056  -0.773
C  -3.723  -2.602  -5.271  0.122
S  -3.507  -4.248  -5.491  -0.150
C  -2.900  -1.945  -4.267  -0.105
C  -3.309  -0.811  -3.543  -0.218
C  -2.622  -0.424  -2.408  0.081
N  -1.616  -1.162  -1.904  -0.499
C  -1.200  -2.229  -2.599  0.032
C  -1.759  -2.606  -3.818  -0.178
H  -5.169  -2.481  -6.679  0.409
H  -5.085  -1.052  -5.662  0.401
H  -4.039  -0.101  -3.891  0.223
H  -2.837  0.459  -1.814  0.263
H  -0.432  -2.887  -2.177  0.194
H  -1.235  -3.332  -4.481  0.248

=====

3.
# C19H22BrHfN4OS

A structure of composition C19H22BrHfN4OS at a distorted geometry (wB97M-V/def2-TZVPD, OMol25).

Its maximum force is 1.7 eV Å⁻¹. The calculation puts the HOMO-LUMO gap at 7.8 eV. The relative energy (zero: lowest compared OMol25 entry of this formula, charge and spin) is 6.8 kcal/mol. The total charge is +3.

Last column: natural (NBO) charge in e.
Cartesian coordinates (Å):
Hf  0.069  0.299  0.117  2.151
C  0.471  4.669  -3.701  -0.658
C  1.121  3.729  -2.762  0.022
C  2.466  3.899  -2.396  -0.055
C  3.071  3.015  -1.512  -0.244
C  2.285  2.006  -0.995  0.195
Br  2.933  0.752  0.347  0.276
N  0.998  1.784  -1.323  -0.677
C  0.443  2.639  -2.207  0.076
H  0.829  5.683  -3.527  0.265
H  -0.614  4.649  -3.628  0.246
H  0.732  4.413  -4.730  0.270
H  3.034  4.720  -2.814  0.273
H  4.112  3.116  -1.233  0.286
H  -0.590  2.442  -2.483  0.233
O  -2.025  0.493  -0.774  -0.782
C  -2.533  -0.592  -1.609  -0.085
C  -2.884  -1.832  -0.784  -0.432
C  -1.734  -2.232  0.162  -0.434
C  -0.501  -2.612  -0.617  0.263
C  -0.312  -3.908  -1.085  -0.225
C  0.810  -4.202  -1.848  -0.045
C  1.693  -3.173  -2.164  -0.218
C  1.440  -1.903  -1.688  0.079
N  0.372  -1.616  -0.908  -0.725
H  -2.792  0.893  -0.314  0.557
H  -1.740  -0.812  -2.337  0.205
H  -3.410  -0.239  -2.160  0.250
H  -3.091  -2.647  -1.480  0.266
H  -3.787  -1.659  -0.192  0.253
H  -2.065  -3.086  0.755  0.290
H  -1.533  -1.394  0.862  0.187
H  -1.035  -4.678  -0.858  0.267
H  0.984  -5.209  -2.200  0.274
H  2.562  -3.356  -2.776  0.276
H  2.103  -1.079  -1.944  0.228
C  -0.576  0.114  6.300  -0.694
C  -0.274  -0.064  4.882  0.405
C  0.324  -1.244  4.366  -0.272
C  0.507  -1.355  3.015  0.100
N  0.162  -0.351  2.154  -0.773
C  -0.357  0.778  2.757  0.318
S  -0.721  2.063  1.642  -0.090
N  -0.583  0.915  4.031  -0.446
H  0.340  0.351  6.853  0.292
H  -0.950  -0.806  6.748  0.269
H  -1.277  0.930  6.455  0.275
H  0.600  -2.051  5.025  0.272
H  0.926  -2.256  2.577  0.235

=====

4.
# C6H8FN

An isolated molecule of C6H8FN at a distorted geometry (wB97M-V/def2-TZVPD, OMol25).

Its maximum force is 9.2 eV Å⁻¹. The calculation puts the HOMO-LUMO gap (alpha / beta) at 8.4 / 8.4 eV. Its SMILES is CC1(C)C=NC(F)=C1. The relative energy (zero: lowest compared OMol25 entry of this formula, charge and spin) is 70.9 kcal/mol.

Last column: natural (NBO) charge in e.
Cartesian coordinates (Å):
C  -0.607  0.548  -0.979  -0.578
C  -0.092  0.376  0.485  -0.157
C  0.627  -1.032  0.550  -0.578
C  -1.264  0.520  1.331  0.135
N  -1.301  1.640  1.956  -0.475
C  -0.216  2.385  1.684  0.546
F  -0.028  3.527  2.337  -0.305
C  0.827  1.619  0.763  -0.330
H  -1.402  -0.284  -1.035  0.203
H  0.408  0.373  -1.509  0.223
H  -0.986  1.542  -1.311  0.238
H  -0.040  -1.618  0.058  0.198
H  0.752  -1.425  1.606  0.226
H  1.645  -1.102  -0.046  0.220
H  -2.113  -0.180  1.273  0.200
H  1.794  2.028  0.628  0.235

=====

> Which of these has the lowest maximum force?

C18H20ClN3O4S

=====

> The highest maximum force belongs to which entry?

C6H8FN

=====

> Look up the relative energy (zero: lowest compared OMol25 entry of this formula, charge and spin) of the first one.

32.7 kcal/mol